Entry 1:
{
  "formula": "C22H26N4O3",
  "method": "ωB97M-V/def2-TZVPD",
  "lumo_ev": 0.42,
  "homo_ev": -7.32,
  "homo_lumo_gap_ev": 7.73,
  "species": ["C", "C", "N", "C", "C", "C", "N", "C", "O", "C", "C", "N", "C", "O", "N", "C", "C", "C", "C", "C", "C", "C", "O", "C", "C", "C", "C", "C", "C", "H", "H", "H", "H", "H", "H", "H", "H", "H", "H", "H", "H", "H", "H", "H", "H", "H", "H", "H", "H", "H", "H", "H", "H", "H", "H"],
  "positions_angstrom": [[-0.86, -4.94, -2.43], [-1.60, -3.94, -1.53], [-1.21, -2.56, -1.71], [0.01, -2.14, -1.05], [1.21, -2.09, -2.00], [2.38, -1.28, -1.43], [2.14, 0.14, -1.48], [2.28, 0.96, -0.42], [2.56, 0.55, 0.69], [2.06, 2.44, -0.71], [0.70, 2.90, -0.17], [0.52, 2.44, 1.19], [1.18, 3.15, 2.18], [1.75, 4.19, 1.95], [1.10, 2.63, 3.44], [0.51, 1.43, 3.75], [0.52, 0.93, 5.05], [-0.09, -0.28, 5.33], [-0.72, -1.00, 4.32], [-0.73, -0.52, 3.03], [-0.12, 0.70, 2.74], [-0.11, 1.21, 1.37], [-0.61, 0.64, 0.42], [-1.78, -1.78, -2.69], [-1.50, -0.40, -2.76], [-2.08, 0.40, -3.72], [-2.96, -0.13, -4.65], [-3.25, -1.48, -4.59], [-2.67, -2.29, -3.63], [-0.94, -4.64, -3.47], [0.19, -4.98, -2.17], [-1.29, -5.93, -2.32], [-2.68, -4.02, -1.70], [-1.42, -4.21, -0.49], [-0.14, -1.15, -0.60], [0.22, -2.83, -0.24], [0.90, -1.64, -2.95], [1.56, -3.10, -2.22], [2.54, -1.53, -0.37], [3.29, -1.51, -1.99], [1.86, 0.52, -2.37], [2.84, 2.99, -0.19], [2.12, 2.65, -1.78], [-0.12, 2.47, -0.76], [0.65, 3.99, -0.18], [1.59, 3.14, 4.16], [1.01, 1.49, 5.84], [-0.08, -0.66, 6.34], [-1.19, -1.95, 4.55], [-1.20, -1.05, 2.22], [-0.85, 0.06, -2.03], [-1.84, 1.45, -3.74], [-3.41, 0.50, -5.41], [-3.94, -1.92, -5.30], [-2.93, -3.34, -3.64]]
}

Entry 2:
{
  "formula": "C22H26N4O3",
  "method": "ωB97M-V/def2-TZVPD",
  "lumo_ev": 0.12,
  "homo_ev": -7.58,
  "homo_lumo_gap_ev": 7.70,
  "species": ["C", "C", "N", "C", "C", "C", "N", "C", "O", "C", "C", "N", "C", "O", "N", "C", "C", "C", "C", "C", "C", "C", "O", "C", "C", "C", "C", "C", "C", "H", "H", "H", "H", "H", "H", "H", "H", "H", "H", "H", "H", "H", "H", "H", "H", "H", "H", "H", "H", "H", "H", "H", "H", "H", "H"],
  "positions_angstrom": [[3.34, -0.86, -0.35], [1.89, -0.78, 0.14], [1.42, 0.57, 0.36], [1.85, 1.19, 1.60], [0.70, 1.56, 2.55], [0.45, 0.54, 3.66], [-0.20, -0.65, 3.16], [0.42, -1.83, 3.04], [1.57, -2.01, 3.41], [-0.38, -2.99, 2.46], [-1.72, -2.71, 1.79], [-1.62, -2.02, 0.50], [-1.24, -2.81, -0.58], [-0.92, -3.96, -0.45], [-1.28, -2.20, -1.80], [-1.69, -0.91, -2.03], [-1.78, -0.39, -3.32], [-2.20, 0.92, -3.50], [-2.52, 1.72, -2.40], [-2.44, 1.20, -1.13], [-2.03, -0.12, -0.93], [-2.00, -0.69, 0.41], [-2.32, -0.07, 1.41], [1.11, 1.38, -0.72], [0.77, 2.72, -0.53], [0.45, 3.54, -1.59], [0.47, 3.06, -2.89], [0.79, 1.73, -3.09], [1.10, 0.90, -2.03], [3.62, -1.90, -0.52], [3.46, -0.30, -1.28], [4.01, -0.44, 0.39], [1.23, -1.28, -0.57], [1.82, -1.32, 1.09], [2.51, 0.48, 2.12], [2.45, 2.08, 1.38], [-0.23, 1.67, 1.98], [0.92, 2.52, 3.02], [1.40, 0.23, 4.11], [-0.18, 0.98, 4.43], [-1.11, -0.49, 2.73], [0.27, -3.51, 1.76], [-0.56, -3.67, 3.29], [-2.39, -2.12, 2.42], [-2.20, -3.67, 1.58], [-1.02, -2.78, -2.59], [-1.53, -1.01, -4.17], [-2.27, 1.32, -4.49], [-2.83, 2.74, -2.56], [-2.69, 1.80, -0.26], [0.74, 3.15, 0.47], [0.20, 4.58, -1.40], [0.24, 3.71, -3.72], [0.82, 1.33, -4.10], [1.35, -0.12, -2.25]]
}

Entry 3:
{
  "formula": "C22H26N4O3Pd",
  "method": "ωB97M-V/def2-TZVPD",
  "lumo_ev": [-7.14, -7.14],
  "homo_ev": [-11.30, -12.92],
  "homo_lumo_gap_ev": [4.16, 5.78],
  "s2": 2.040,
  "multiplicity": 3,
  "charge": 2,
  "species": ["C", "C", "H", "H", "C", "C", "H", "H", "C", "H", "H", "H", "C", "H", "H", "H", "Pd", "O", "C", "O", "C", "O", "N", "C", "C", "H", "H", "H", "H", "C", "C", "H", "H", "H", "N", "C", "C", "C", "C", "C", "N", "C", "C", "C", "C", "C", "N", "H", "H", "H", "H", "H", "H", "H", "H", "H"],
  "positions_angstrom": [[-0.76, -1.91, -4.79], [-1.51, -0.89, -5.23], [-1.19, -2.69, -4.18], [0.31, -1.89, -4.99], [-1.81, 0.41, -4.80], [-1.59, 0.97, -3.53], [-2.09, 0.56, -2.64], [-1.66, 2.03, -3.54], [-1.79, -1.45, -6.62], [-1.42, -2.48, -6.70], [-1.25, -0.90, -7.40], [-2.85, -1.50, -6.85], [-2.46, 1.13, -5.96], [-3.38, 0.66, -6.32], [-1.80, 1.09, -6.82], [-2.70, 2.17, -5.81], [0.60, 0.51, 2.33], [1.46, -0.49, 0.85], [2.04, -0.14, -0.25], [1.88, 2.02, 1.75], [2.36, 2.11, 0.58], [2.87, 3.25, 0.19], [2.47, 1.15, -0.40], [3.30, 3.12, -1.20], [2.75, 1.83, -1.70], [4.39, 3.14, -1.22], [2.91, 3.98, -1.73], [3.39, 1.27, -2.39], [1.80, 1.99, -2.22], [2.19, -1.27, -1.08], [1.58, -2.31, -0.38], [2.86, -1.41, -1.90], [0.51, -2.03, -0.27], [1.72, -3.32, -0.73], [0.12, -1.06, 5.01], [0.15, 0.33, 5.23], [0.22, 0.81, 6.55], [0.23, 2.20, 6.73], [0.10, 3.06, 5.62], [0.01, 2.51, 4.35], [0.11, 1.17, 4.18], [-0.52, -1.71, 3.95], [-1.06, -3.00, 4.15], [-1.80, -3.58, 3.13], [-2.02, -2.85, 1.94], [-1.44, -1.60, 1.80], [-0.64, -1.08, 2.77], [0.15, -1.61, 5.86], [0.24, 0.07, 7.36], [0.33, 2.61, 7.72], [0.09, 4.15, 5.72], [-0.10, 3.08, 3.43], [-0.89, -3.45, 5.13], [-2.21, -4.58, 3.25], [-2.61, -3.26, 1.13], [-1.59, -0.96, 0.93]]
}